Molecular formula: C5H12O2
Method: DFT, ωB97M-V with the def2-TZVPD basis set

Properties
* LUMO: 0.5 eV
* DFT total energy: -9471.21647 eV
* frontier orbital gap: 9.46 eV
* energy relative to the best compared isomer or geometry (same formula, charge and spin): 3.9192 eV
* molecular weight: 104.149 g/mol

Last columns: bonded neighbours and bond lengths (Å).
Positions of all 19 atoms, in Å:
1 C -2.24 1.20 1.14  C2 1.375, H6 1.054, H7 1.086
2 C -1.78 -0.10 1.01  C1 1.375, C3 1.603, H8 1.108
3 C -0.43 -0.51 0.25  C2 1.603, C4 1.447, H9 1.158, H10 1.100
4 C -0.54 -1.86 -0.26  C3 1.447, C5 1.352, H11 1.103
5 C 0.19 -2.44 -1.24  C4 1.352, H12 1.070, H13 1.214
6 H -2.86 1.49 1.94  C1 1.054
7 H -1.83 2.06 0.62  C1 1.086
8 H -2.44 -0.89 1.41  C2 1.108
9 H 0.56 -0.10 0.69  C3 1.158
10 H -0.46 0.30 -0.49  C3 1.100
11 H -1.00 -2.61 0.40  C4 1.103
12 H 0.57 -3.44 -1.20  C5 1.070
13 H 0.49 -1.73 -2.19  C5 1.214
14 O 0.46 2.19 -1.38  H15 0.961, H16 1.017
15 H 0.71 2.99 -1.86  O14 0.961
16 H 1.30 1.86 -0.92  O14 1.017
17 O 3.08 0.80 0.34  H18 0.979, H19 0.986
18 H 3.67 0.78 1.12  O17 0.979
19 H 2.56 0.00 0.60  O17 0.986

=====

Molecular formula: C5H12O2
Method: DFT, ωB97M-V with the def2-TZVPD basis set

Properties
* LUMO: 0.7 eV
* DFT total energy: -9471.43808 eV
* frontier orbital gap: 9.64 eV
* energy relative to the best compared isomer or geometry (same formula, charge and spin): 3.6976 eV
* molecular weight: 104.149 g/mol

Last columns: bonded neighbours and bond lengths (Å).
Positions of all 19 atoms, in Å:
1 C 2.23 0.39 1.33  C2 1.520, H8 1.095, H9 1.096, H10 1.093
2 C 0.72 0.39 1.12  C1 1.520, C3 1.519, H11 1.099, H12 1.096
3 C 0.34 -0.20 -0.23  C2 1.519, O4 1.419, C5 1.513, H13 1.097
4 O 0.72 -1.56 -0.36  C3 1.419, H14 0.967
5 C -1.13 0.02 -0.48  C3 1.513, C6 1.504, O7 1.357
6 C -1.60 -0.17 -1.90  C5 1.504, H16 1.099, H17 1.142, H18 1.099
7 O -1.92 -0.42 0.53  C5 1.357, H19 0.965
8 H 2.64 -0.62 1.23  C1 1.095
9 H 2.73 1.03 0.60  C1 1.096
10 H 2.48 0.76 2.33  C1 1.093
11 H 0.21 -0.18 1.90  C2 1.099
12 H 0.32 1.41 1.16  C2 1.096
13 H 0.87 0.33 -1.04  C3 1.097
14 H 0.42 -2.01 0.44  O4 0.967
15 H -1.17 1.55 -0.47  no bonds
16 H -2.65 -0.46 -2.04  C6 1.099
17 H -1.48 0.95 -1.74  C6 1.142
18 H -0.91 -0.68 -2.59  C6 1.099
19 H -2.82 -0.55 0.20  O7 0.965

=====

Molecular formula: C5H12O2
Method: DFT, ωB97M-V with the def2-TZVPD basis set

Properties
* LUMO: 0.8 eV
* DFT total energy: -9474.31671 eV
* frontier orbital gap: 10.77 eV
* energy relative to the best compared isomer or geometry (same formula, charge and spin): 0.8190 eV
* molecular weight: 104.149 g/mol

Last columns: bonded neighbours and bond lengths (Å).
Positions of all 19 atoms, in Å:
1 C 2.18 0.10 1.33  C2 1.523, H8 1.095, H9 1.096, H10 1.092
2 C 0.77 0.60 1.05  C1 1.523, C3 1.524, H11 1.097, H12 1.099
3 C 0.22 -0.06 -0.22  C2 1.524, O4 1.469, C5 1.529, H13 1.101
4 O 0.06 -1.50 -0.02  C3 1.469, H14 0.971
5 C -1.18 0.43 -0.56  C3 1.529, C6 1.525, O7 1.411, H15 1.100
6 C -1.66 0.03 -1.95  C5 1.525, H16 1.094, H17 1.095, H18 1.096
7 O -2.00 -0.13 0.44  C5 1.411, H19 0.989
8 H 2.22 -1.00 1.30  C1 1.095
9 H 2.88 0.47 0.57  C1 1.096
10 H 2.54 0.42 2.32  C1 1.092
11 H 0.07 0.37 1.85  C2 1.097
12 H 0.78 1.69 0.96  C2 1.099
13 H 0.90 0.11 -1.07  C3 1.101
14 H 0.32 -1.80 0.87  O4 0.971
15 H -1.17 1.53 -0.49  C5 1.100
16 H -1.67 -1.06 -2.04  C6 1.094
17 H -2.68 0.39 -2.11  C6 1.095
18 H -1.02 0.45 -2.73  C6 1.096
19 H -1.56 -1.01 0.50  O7 0.989

=====

Among the records above, which one has the highest LUMO? number 3